A molecular structure, C16H48K5O12P. Source: OMol25; level of theory: the ωB97M-V functional and the def2-TZVPD basis.

Output
Charge ... +2
HOMO-LUMO gap ... 3.13 eV
Relative energy (zero: lowest compared OMol25 entry of this formula, charge and spin) ... 11.456 eV

Atoms and positions in Å:
K -4.122 -2.786 -3.219
K -1.252 -5.941 -0.116
K -4.752 -2.798 1.889
K -0.475 1.017 3.764
K 3.090 -2.584 -2.205
P -0.933 -1.104 -0.321
O -0.640 -2.168 -1.419
O -2.401 -0.510 -0.451
O 0.300 -0.102 -0.384
O -0.851 -1.883 1.046
C 4.019 -5.767 3.288
C 2.822 -4.777 3.393
O 2.500 -4.339 2.100
H 4.848 -5.263 2.792
H 3.833 -6.683 2.727
H 4.327 -6.030 4.300
H 3.048 -3.915 4.021
H 1.910 -5.301 3.676
H 1.699 -3.809 2.113
C -6.502 3.400 3.342
C -5.901 2.807 2.040
O -4.945 1.877 2.320
H -6.639 2.646 4.117
H -7.400 3.983 3.140
H -5.811 4.066 3.859
H -5.607 3.566 1.316
H -6.733 2.258 1.598
H -4.532 1.554 1.516
C 0.444 -5.627 -7.031
C -0.200 -5.218 -5.720
O -0.034 -3.831 -5.556
H 1.530 -5.543 -6.994
H 0.111 -5.061 -7.902
H 0.228 -6.673 -7.249
H 0.234 -5.637 -4.813
H -1.282 -5.350 -5.692
H -0.209 -3.671 -4.625
C -2.323 -3.611 8.069
C -1.470 -3.666 6.801
O -2.091 -2.972 5.699
H -2.166 -2.706 8.655
H -2.000 -4.385 8.765
H -3.376 -3.804 7.864
H -1.291 -4.699 6.500
H -0.462 -3.269 6.923
H -1.537 -3.061 4.920
C 4.373 3.883 -4.720
C 3.663 3.655 -3.365
O 3.459 2.298 -3.114
H 5.326 3.359 -4.656
H 4.645 4.931 -4.851
H 3.854 3.490 -5.593
H 2.646 4.044 -3.406
H 4.237 4.108 -2.557
H 2.736 2.202 -2.489
C 5.910 2.211 3.010
C 4.880 1.812 1.898
O 3.926 0.863 2.345
H 6.508 1.336 3.263
H 5.344 2.518 3.889
H 6.573 3.005 2.667
H 5.341 1.429 0.987
H 4.335 2.740 1.725
H 3.239 0.767 1.682
C -1.746 2.950 -5.760
C -1.961 1.837 -4.763
O -3.044 2.080 -3.934
H -0.881 2.720 -6.381
H -1.553 3.892 -5.247
H -2.688 3.163 -6.266
H -1.072 1.551 -4.201
H -2.279 0.936 -5.287
H -2.902 1.548 -3.148
C -1.399 6.296 0.185
C -1.137 4.894 -0.392
O -0.075 4.303 0.275
H -1.545 6.186 1.260
H -2.284 6.773 -0.237
H -0.571 6.996 0.067
H -0.895 4.943 -1.454
H -2.014 4.256 -0.281
H 0.047 3.393 -0.007

=====

A molecular structure, C42H44MnN5O7P3S2. Source: OMol25; level of theory: the ωB97M-V functional and the def2-TZVPD basis.

Output
Charge ... 0
Spin multiplicity ... 2
HOMO-LUMO gap (spin up / spin down) ... 7.30 / 6.94 eV

Atoms and positions in Å:
Mn 0.432 0.251 0.129
S -1.518 -0.736 4.345
C 0.166 -0.734 4.740
C 0.781 -0.847 5.985
C 2.160 -0.782 6.039
C 2.914 -0.602 4.870
C 2.296 -0.496 3.641
C 0.907 -0.568 3.571
N 0.157 -0.499 2.403
C -1.109 -0.517 2.662
C -2.110 -0.322 1.604
C -3.474 -0.444 1.875
C -4.395 -0.251 0.863
C -3.926 0.067 -0.411
C -2.566 0.198 -0.651
C -1.587 0.011 0.341
H 0.193 -0.965 6.887
H 2.663 -0.856 6.995
H 3.993 -0.534 4.935
H 2.863 -0.328 2.734
H -3.821 -0.685 2.877
H -5.456 -0.337 1.058
H -4.635 0.226 -1.217
H -2.259 0.468 -1.658
C 1.424 4.901 0.919
C 0.279 4.212 1.642
O -0.386 5.156 2.481
P -0.916 3.489 0.469
O -2.136 3.035 1.367
O -1.511 4.731 -0.345
O -0.328 2.447 -0.404
P 0.781 2.745 2.640
O 1.940 3.260 3.631
O -0.476 2.438 3.410
O 1.393 1.787 1.679
H 1.066 5.803 0.420
H 1.857 4.230 0.175
H 2.199 5.176 1.635
H -0.894 4.640 3.124
H -1.796 2.578 2.172
H -2.418 4.583 -0.632
H 1.560 3.647 4.425
C 3.412 0.559 -2.030
P 2.901 0.217 -0.301
C 3.971 1.418 0.567
C 3.854 -1.328 -0.031
H 4.498 0.645 -2.099
H 2.959 1.490 -2.371
H 3.076 -0.242 -2.692
H 5.016 1.291 0.272
H 3.864 1.309 1.644
H 3.636 2.424 0.321
H 4.893 -1.189 -0.339
H 3.428 -2.147 -0.614
H 3.835 -1.611 1.023
N -0.112 1.021 -7.172
C -0.171 0.565 -8.474
C -0.301 1.218 -9.699
C -0.318 0.419 -10.823
C -0.209 -0.982 -10.733
C -0.082 -1.616 -9.515
C -0.065 -0.823 -8.366
N 0.049 -1.193 -7.032
C 0.014 -0.078 -6.369
C 0.103 0.015 -4.892
C 0.196 1.217 -4.219
C 0.275 1.221 -2.831
N 0.275 0.103 -2.102
C 0.177 -1.052 -2.760
C 0.092 -1.145 -4.140
H -0.197 1.974 -6.868
H -0.385 2.295 -9.770
H -0.417 0.880 -11.797
H -0.226 -1.570 -11.641
H 0.000 -2.693 -9.439
H 0.213 2.169 -4.737
H 0.334 2.144 -2.275
H 0.136 -1.936 -2.141
H 0.010 -2.106 -4.630
N 0.487 -2.034 -0.015
S -0.523 -3.019 0.675
C -0.859 -4.355 -0.455
C -2.108 -4.371 -1.052
C -2.388 -5.337 -2.014
C -1.419 -6.263 -2.366
C -0.164 -6.234 -1.763
C 0.121 -5.278 -0.801
C 0.265 -3.959 1.976
C 1.545 -3.614 2.363
C 2.142 -4.302 3.415
C 1.452 -5.317 4.061
C 0.157 -5.646 3.667
C -0.445 -4.965 2.623
H 1.309 -2.521 -0.372
H -2.848 -3.627 -0.777
H -3.361 -5.359 -2.488
H -1.638 -7.015 -3.113
H 0.590 -6.960 -2.040
H 1.091 -5.256 -0.315
H 2.046 -2.797 1.861
H 3.139 -4.030 3.737
H 1.918 -5.849 4.880
H -0.384 -6.432 4.179
H -1.455 -5.213 2.314

=====

A single C24H21N3O3 molecule. Source: OMol25; level of theory: the ωB97M-V functional and the def2-TZVPD basis.

Output
Charge ... 0
SMILES string ... Cc1cccc(C)c1OCC(=O)Nc1cccc(-c2nnc(-c3ccccc3)o2)c1
HOMO-LUMO gap ... 8.43 eV
Relative energy (zero: lowest compared OMol25 entry of this formula, charge and spin) ... 0.956 eV

Atoms and positions in Å:
C 1.524 1.757 -1.532
C 1.444 0.329 -1.974
C 0.235 -0.245 -2.338
C 0.171 -1.560 -2.763
C 1.328 -2.305 -2.872
C 2.558 -1.766 -2.514
C 2.599 -0.459 -2.028
O 3.803 0.094 -1.592
C 4.176 -0.247 -0.263
C 2.933 -0.422 0.616
O 2.451 0.484 1.254
N 2.414 -1.681 0.543
C 1.102 -2.087 0.810
C 0.093 -1.182 1.104
C -1.211 -1.638 1.272
C -1.509 -2.996 1.174
C -0.495 -3.890 0.892
C 0.801 -3.443 0.699
H 1.585 -4.147 0.457
H -0.712 -4.944 0.809
H -2.527 -3.319 1.315
C -2.271 -0.689 1.519
N -3.529 -0.948 1.735
N -4.157 0.224 1.886
C -3.263 1.163 1.756
C -3.478 2.589 1.829
C -2.414 3.474 1.662
C -2.639 4.836 1.728
C -3.917 5.320 1.959
C -4.976 4.440 2.125
C -4.764 3.077 2.061
H -5.570 2.372 2.187
H -5.970 4.821 2.305
H -4.088 6.385 2.009
H -1.815 5.522 1.600
H -1.421 3.089 1.485
O -2.036 0.643 1.521
H 0.314 -0.132 1.193
H 2.974 -2.381 0.076
H 4.772 0.591 0.106
H 4.786 -1.162 -0.254
C 3.813 -2.578 -2.658
H 4.687 -1.932 -2.644
H 3.906 -3.317 -1.859
H 3.796 -3.121 -3.601
H 1.287 -3.321 -3.238
H -0.781 -1.997 -3.025
H -0.666 0.348 -2.283
H 2.380 2.243 -1.996
H 1.659 1.816 -0.453
H 0.616 2.291 -1.799

=====

A molecular structure, C27H19BrF3N8O7S2Ta. Source: OMol25; level of theory: the ωB97M-V functional and the def2-TZVPD basis.

Output
Charge ... 0
HOMO-LUMO gap ... 6.50 eV
Relative energy (zero: lowest compared OMol25 entry of this formula, charge and spin) ... 2.207 eV

Atoms and positions in Å:
Ta -0.968 -1.783 0.939
N 0.255 -5.387 -2.272
C 0.147 -4.264 -1.528
O -0.473 -3.289 -1.900
C 0.891 -4.310 -0.212
C 1.001 -2.924 0.403
H -0.264 -5.470 -3.130
H 0.758 -6.187 -1.934
H 1.886 -4.731 -0.388
H 0.359 -4.990 0.456
H 1.644 -2.323 -0.239
H 1.499 -3.020 1.368
Br 7.384 7.667 -3.876
C 6.184 6.341 -3.229
C 5.660 5.409 -4.113
C 4.814 4.431 -3.636
C 4.487 4.379 -2.276
C 5.013 5.344 -1.404
C 5.863 6.317 -1.878
N 3.685 3.329 -1.876
N 3.377 3.307 -0.636
C 2.591 2.321 -0.139
C 2.626 2.183 1.252
C 1.919 1.206 1.932
C 1.072 0.335 1.241
O 0.391 -0.642 1.760
C 0.958 0.505 -0.180
N 0.099 -0.338 -0.788
C -0.013 -0.307 -2.100
C 0.705 0.600 -2.886
C 1.559 1.495 -2.287
C 1.722 1.460 -0.891
H 5.929 5.450 -5.157
H 4.396 3.691 -4.300
H 4.744 5.297 -0.360
H 6.288 7.048 -1.207
H 3.283 2.850 1.791
H 2.008 1.110 3.003
H -0.682 -1.034 -2.532
H 0.583 0.591 -3.956
H 2.130 2.211 -2.858
O -1.821 -0.946 3.354
N -2.946 -0.246 3.391
C -3.763 -0.384 4.445
C -4.941 0.310 4.526
C -5.301 1.164 3.480
C -4.474 1.261 2.390
C -3.282 0.527 2.326
S -2.262 0.655 0.968
H -3.425 -1.085 5.193
H -5.574 0.171 5.386
H -6.217 1.730 3.523
H -4.716 1.873 1.538
F -3.645 -5.211 2.061
C -2.415 -4.703 2.147
F -1.604 -5.690 2.559
F -2.011 -4.437 0.849
S -2.222 -2.945 2.921
O -3.111 -2.376 1.921
O -2.633 -3.167 4.264
O -0.795 -2.932 2.545
O -2.149 -1.971 -0.412
N -2.709 -1.568 -1.522
C -3.918 -1.113 -1.509
C -4.423 -0.600 -2.734
N -4.843 -0.156 -3.701
C -4.795 -1.040 -0.389
N -5.515 -0.998 0.501

=====

2 unconnected molecules or ions with the total composition C6H8B2NO4. Source: OMol25; level of theory: the ωB97M-V functional and the def2-TZVPD basis.

Output
Charge ... -1
HOMO-LUMO gap ... 7.26 eV

Atoms and positions in Å:
O -2.091 -0.370 1.490
C -2.122 -1.621 1.377
O -2.202 -2.455 2.363
B -2.039 -2.245 -0.115
B -0.536 -2.752 -0.621
O 0.065 -3.817 0.144
O 0.202 -2.218 -1.704
H -3.051 -2.331 -0.727
H 0.647 -3.432 0.821
H 1.136 -2.201 -1.418
N 2.006 3.252 -0.489
C 1.538 3.085 0.753
C 0.593 2.132 1.101
C 0.097 1.304 0.107
C 0.566 1.459 -1.190
C 1.515 2.441 -1.432
H 1.952 3.758 1.498
H 0.252 2.040 2.125
H -0.646 0.545 0.342
H 0.203 0.831 -1.994
H 1.914 2.597 -2.430

=====

A molecular structure, C6H5BrMnNO2. Source: OMol25; level of theory: the ωB97M-V functional and the def2-TZVPD basis.

Output
Charge ... +1
Spin multiplicity ... 6
HOMO-LUMO gap (spin up / spin down) ... 4.26 / 4.25 eV
Relative energy (zero: lowest compared OMol25 entry of this formula, charge and spin) ... 0.230 eV

Atoms and positions in Å:
Mn -4.203 -2.317 -3.808
Br -3.390 -0.253 -2.754
C 0.123 2.016 0.261
C -0.489 1.065 -0.549
C -0.124 -0.258 -0.443
C 0.802 -0.640 0.518
C 1.365 0.303 1.353
C 1.039 1.650 1.258
N 1.111 -2.038 0.690
O 0.745 -2.808 -0.186
O 1.717 -2.417 1.669
H -0.278 3.022 0.249
H -1.383 1.271 -1.120
H -0.594 -1.024 -1.044
H 2.022 -0.038 2.146
H 1.535 2.466 1.760

=====

A single C3H9NO molecule. Source: OMol25; level of theory: the ωB97M-V functional and the def2-TZVPD basis.

Output
Charge ... 0
SMILES string ... CNCOC
HOMO-LUMO gap ... 9.92 eV
Relative energy (zero: lowest compared OMol25 entry of this formula, charge and spin) ... 2.379 eV

Atoms and positions in Å:
C -1.835 -1.425 -0.034
O -0.839 -0.702 -0.663
H -2.837 -0.821 0.193
H -1.390 -1.769 0.953
H -1.994 -2.305 -0.773
C 2.008 0.838 0.273
C -0.394 0.582 -0.106
N 0.945 0.841 -0.661
H 2.433 -0.222 0.585
H 2.713 1.562 -0.106
H 1.588 1.297 1.171
H -0.379 0.400 1.058
H -1.119 1.349 -0.367
H 1.100 0.375 -1.521

=====

8 unconnected molecules or ions with the total composition C17H48N9O8. Source: OMol25; level of theory: the ωB97M-V functional and the def2-TZVPD basis.

Output
Charge ... -1
HOMO-LUMO gap ... 8.34 eV
Relative energy (zero: lowest compared OMol25 entry of this formula, charge and spin) ... 2.623 eV

Atoms and positions in Å:
O 1.276 0.839 1.150
H 0.520 0.404 0.710
C 1.273 -2.581 -2.836
C -0.269 -2.779 -2.612
C -0.331 -2.957 -1.033
C -1.784 -2.812 -0.474
C -2.394 -1.513 -0.946
C -2.348 -1.272 -2.462
N -0.931 -1.521 -2.901
O -0.768 -1.160 -4.240
C -3.385 -2.135 -3.093
C -2.728 0.206 -2.607
C -0.827 -4.044 -3.273
H 1.678 -1.796 -2.196
H 1.479 -2.275 -3.861
H 1.865 -3.468 -2.610
H 0.023 -3.944 -0.737
H 0.215 -2.254 -0.403
H -1.815 -3.056 0.588
H -2.441 -3.566 -0.907
H -2.048 -0.657 -0.367
H -3.457 -1.442 -0.717
H -3.365 -1.979 -4.171
H -3.539 -3.197 -2.900
H -4.388 -1.838 -2.786
H -2.058 0.911 -2.113
H -2.740 0.446 -3.671
H -3.740 0.483 -2.314
H -1.767 -4.342 -2.809
H -0.199 -4.933 -3.209
H -0.944 -4.030 -4.356
H -1.348 -1.795 -4.667
C 2.839 -2.769 1.118
O 3.588 -3.740 0.886
N 2.880 -1.631 0.453
N 1.937 -2.811 2.129
H 2.214 -0.912 0.698
H 3.512 -1.449 -0.314
H 1.330 -2.007 2.194
H 1.841 -3.677 2.640
C 0.248 -1.060 4.486
O -0.366 -1.750 5.279
N -0.057 -0.814 3.251
N 1.238 -0.325 4.747
H -0.756 -1.393 2.808
H 0.555 -0.253 2.676
H 1.596 0.257 4.004
H 1.509 -0.262 5.718
C 0.908 4.988 -0.200
O 0.916 5.897 -1.068
N 0.268 5.080 0.930
N 1.337 3.754 -0.318
H 0.033 4.189 1.344
H -0.215 5.935 1.164
H 1.975 3.510 -1.062
H 1.188 3.004 0.341
C 1.613 1.123 -2.489
O 2.647 1.776 -2.284
N 0.711 0.692 -1.651
N 1.272 0.792 -3.724
H 0.101 0.016 -2.090
H 0.728 0.936 -0.671
H 0.641 0.016 -3.864
H 1.873 1.084 -4.482
C 1.451 3.151 4.491
C 2.451 3.112 3.360
O 2.759 1.758 3.058
H 1.771 2.651 5.405
H 0.587 2.582 4.148
H 1.157 4.194 4.613
H 3.362 3.527 3.792
H 2.205 3.707 2.481
H 2.142 1.489 2.373
C -2.506 2.473 0.724
C -1.794 1.971 1.961
O -0.501 2.530 1.999
H -3.371 1.849 0.498
H -1.746 2.495 -0.057
H -2.885 3.475 0.923
H -1.746 0.889 1.836
H -2.291 2.107 2.922
H 0.135 1.902 1.650

=====

A molecular structure, C5H11NO2. Source: OMol25; level of theory: the ωB97M-V functional and the def2-TZVPD basis.

Output
Charge ... 0
HOMO-LUMO gap ... 4.01 eV
Relative energy (zero: lowest compared OMol25 entry of this formula, charge and spin) ... 13.830 eV

Atoms and positions in Å:
O -2.981 -1.918 -0.140
C -2.259 0.942 -0.156
O 0.621 2.823 -0.359
C -1.123 0.444 0.462
C 2.956 -0.636 0.193
C 1.860 -1.330 0.118
C 2.404 0.295 -0.732
N -1.074 -0.776 0.940
H -3.215 0.474 0.045
H -2.330 2.019 -0.289
H 3.011 0.540 -1.606
H 1.676 -2.361 0.415
H -0.225 -1.331 0.709
H -0.252 1.089 0.384
H 1.462 0.787 -0.595
H 3.964 -0.555 0.579
H 0.314 3.724 -0.196
H -2.907 -2.882 -0.116
H -1.902 -1.348 0.344

=====

A single C7H6S molecule. Source: OMol25; level of theory: the ωB97M-V functional and the def2-TZVPD basis.

Output
Charge ... 0
SMILES string ... C1=C[C@H]2SC=CC2=C1
HOMO-LUMO gap ... 7.93 eV
Relative energy (zero: lowest compared OMol25 entry of this formula, charge and spin) ... 1.418 eV

Atoms and positions in Å:
C -1.548 -1.375 -1.090
C -0.499 -1.709 -0.320
C 0.171 -0.583 0.210
C 1.428 -0.199 0.694
C 1.490 1.299 0.594
C 0.320 1.793 0.090
C -0.649 0.682 0.084
H -2.233 -2.106 -1.628
H -0.279 -2.714 -0.037
H 2.192 -0.947 0.999
H 2.423 1.848 0.725
H 0.278 2.838 -0.207
H -1.209 0.824 1.014
S -1.885 0.350 -1.128

=====

A single C4H5NO molecule. Source: OMol25; level of theory: the ωB97M-V functional and the def2-TZVPD basis.

Output
Charge ... 0
SMILES string ... Cc1cnco1
HOMO-LUMO gap ... 9.59 eV
Relative energy (zero: lowest compared OMol25 entry of this formula, charge and spin) ... 1.861 eV

Atoms and positions in Å:
C -1.483 -0.277 0.006
C -0.142 -0.127 0.694
C 0.409 1.049 0.316
N 1.572 0.861 -0.374
C 1.764 -0.423 -0.267
O 0.809 -1.104 0.369
H -1.708 -1.318 0.116
H -2.240 0.384 0.431
H -1.466 -0.042 -1.089
H -0.129 1.979 0.436
H 2.613 -0.983 -0.638

=====

Q: charge of number 5 (C6H8B2NO4)?
A: -1

=====

Q: Which value of charge does entry 8 give?
A: -1